Here is a molecular structure, C16H15BrN4O7W at a distorted geometry from the OMol25 dataset. Energies are from ωB97M-V/def2-TZVPD.

Cartesian coordinates (Å):
1 W -0.57 0.26 -0.59
2 O 1.61 0.22 3.62
3 C 0.95 0.07 2.49
4 O 1.46 -0.12 1.41
5 C -0.53 0.15 2.66
6 C -1.12 0.25 3.90
7 C -2.51 0.26 3.99
8 C -3.25 0.14 2.83
9 C -2.58 0.06 1.62
10 N -1.25 0.08 1.52
11 C -3.33 -0.11 0.32
12 O -4.52 -0.21 0.28
13 O -2.51 -0.19 -0.72
14 H 2.57 0.13 3.47
15 H -0.50 0.32 4.78
16 H -3.00 0.34 4.95
17 H -4.33 0.12 2.82
18 C 3.44 2.14 -1.57
19 C 2.06 1.76 -1.15
20 N 1.58 0.56 -1.17
21 O 2.34 -0.48 -1.56
22 C 1.02 2.73 -0.75
23 C 0.98 4.18 -1.04
24 N 0.08 2.07 -0.16
25 O -1.25 2.17 -0.20
26 H 4.18 1.47 -1.11
27 H 3.68 3.15 -1.25
28 H 3.55 2.09 -2.66
29 H 3.21 -0.17 -1.86
30 H 1.73 4.47 -1.76
31 H 1.15 4.74 -0.11
32 H -0.01 4.45 -1.40
33 O -0.43 -4.78 -3.28
34 C -0.36 -3.82 -2.38
35 C -0.25 -4.08 -0.99
36 C -0.18 -3.04 -0.11
37 N -0.20 -1.78 -0.59
38 C -0.35 -1.56 -1.87
39 Br -0.88 0.66 -3.07
40 C -0.43 -2.50 -2.85
41 H -0.42 -5.67 -2.91
42 H -0.23 -5.10 -0.63
43 H -0.07 -3.17 0.96
44 H -0.56 -2.29 -3.90

As for the spin multiplicity: 3. As for the net charge: +2. Its HOMO energy (spin up / spin down) is -14.799 / -16.095 eV. The value obtained for the LUMO energy (spin up / spin down) is -0.267 / -0.347 Eh. As for the orbital gap (spin up / spin down): 7.52 / 6.64 eV.

Results of the Löwdin charge analysis, in e, for atoms 1 through 6:
1. W 1.56
2. O 0.18
3. C -0.45
4. O 0.07
5. C -0.14
6. C 0.06